{"formula": "C4H9N3O", "method": "ωB97M-V with the def2-TZVPD basis set", "smiles": "C=NN(N)C(=C)OC", "relative_energy_ev": 4.543, "charge": 0, "homo_energy_ev": -7.96, "homo_lumo_gap_ev": 8.88, "elements": ["C", "N", "N", "N", "C", "C", "O", "C", "H", "H", "H", "H", "H", "H", "H", "H", "H"], "coordinates": [[2.466, -0.087, -0.922], [1.425, 0.589, -1.256], [0.210, 0.040, -0.753], [-0.724, -0.068, -1.766], [-0.209, 0.537, 0.482], [0.508, 1.130, 1.441], [-1.614, 0.365, 0.782], [-1.951, -0.989, 1.050], [3.451, 0.203, -1.321], [2.432, -0.981, -0.278], [-0.228, -0.323, -2.616], [-1.158, 0.842, -1.912], [1.560, 1.349, 1.316], [0.032, 1.427, 2.367], [-2.059, -1.560, 0.122], [-2.922, -1.001, 1.556], [-1.218, -1.473, 1.707]], "atomic_forces_ev_per_a": [[-0.660, 0.293, -0.211], [1.490, -0.509, 0.324], [0.988, -0.710, 0.804], [-1.042, 0.398, -0.388], [-2.179, 0.128, 1.306], [0.321, -0.002, -0.472], [2.162, 0.079, -0.819], [-0.357, -0.419, -0.088], [-0.626, 0.139, 0.183], [-0.202, 0.397, -0.222], [-0.104, -0.056, 0.293], [-0.025, 0.034, -0.285], [-0.091, 0.013, -0.047], [-0.043, -0.167, -0.251], [0.173, 0.025, 0.047], [0.190, 0.208, -0.065], [0.004, 0.149, -0.108]]}



{"formula": "C4H9N3O", "method": "ωB97M-V with the def2-TZVPD basis set", "smiles": "[H]/N=C(C)\\C(O)=N/NC", "relative_energy_ev": 2.339, "charge": 0, "homo_energy_ev": -8.13, "homo_lumo_gap_ev": 9.01, "elements": ["H", "N", "C", "C", "C", "O", "N", "N", "C", "H", "H", "H", "H", "H", "H", "H", "H"], "coordinates": [[0.966, -3.074, 0.070], [1.547, -2.320, -0.293], [0.930, -1.239, -0.519], [1.712, -0.090, -1.096], [-0.528, -1.042, -0.284], [-1.293, -2.069, -0.730], [-1.131, -0.080, 0.298], [-0.486, 0.914, 0.947], [-1.283, 2.086, 1.231], [2.383, 0.326, -0.343], [2.331, -0.473, -1.905], [1.061, 0.690, -1.486], [-2.215, -1.870, -0.524], [0.470, 1.113, 0.663], [-0.759, 2.673, 1.983], [-2.234, 1.747, 1.641], [-1.472, 2.709, 0.348]], "atomic_forces_ev_per_a": [[-0.260, 0.219, -0.009], [0.164, -0.131, -0.074], [0.142, -0.210, 0.093], [-0.001, 0.087, -0.008], [-0.675, 0.764, 0.542], [0.099, -0.540, -0.376], [-0.005, -0.767, -0.521], [0.823, 0.334, 0.391], [-0.024, -0.128, -0.144], [0.000, 0.064, -0.008], [0.022, 0.020, 0.015], [0.005, 0.078, 0.000], [0.036, 0.113, 0.122], [-0.228, -0.077, -0.055], [-0.056, 0.065, -0.009], [0.020, 0.108, -0.010], [-0.063, 0.002, 0.052]]}



{"formula": "C4H9N3O2", "method": "ωB97M-V with the def2-TZVPD basis set", "relative_energy_ev": 8.040, "charge": 0, "homo_energy_ev": [-8.56, -8.66], "homo_lumo_gap_ev": [7.57, 7.55], "elements": ["C", "C", "C", "N", "C", "O", "N", "N", "O", "H", "H", "H", "H", "H", "H", "H", "H", "H"], "coordinates": [[1.583, -0.317, -0.363], [1.626, 1.618, 1.098], [-2.009, -1.736, -0.704], [1.053, 1.011, -0.083], [-1.055, -1.059, 0.239], [0.467, -1.062, -0.725], [-0.649, 1.018, 0.128], [-1.471, 1.163, -0.762], [-0.959, -1.361, 1.405], [-1.675, 2.165, -0.906], [2.091, -0.770, 0.507], [2.317, -0.257, -1.179], [1.537, 0.976, 1.981], [2.708, 1.716, 0.936], [1.173, 2.596, 1.271], [-2.906, -1.127, -0.834], [-1.545, -1.854, -1.684], [-2.287, -2.720, -0.327]], "atomic_forces_ev_per_a": [[-1.973, -0.595, 1.011], [-0.045, -0.170, 0.050], [-0.335, 1.059, -1.142], [1.421, 1.462, -0.440], [3.514, -4.049, 2.502], [-1.621, -0.768, -0.033], [-0.900, -0.757, 0.155], [0.589, 1.135, 0.352], [-0.176, 1.819, -2.573], [-0.179, 0.120, -0.509], [-0.015, 0.262, 0.130], [-0.314, 0.050, -0.140], [-0.216, 0.064, 0.107], [-0.200, 0.174, -0.165], [0.171, -0.123, 0.069], [0.064, -0.089, 0.074], [0.011, 0.161, 0.194], [0.206, 0.245, 0.358]]}



{"formula": "C4H9N3O2Si", "method": "ωB97M-V with the def2-TZVPD basis set", "relative_energy_ev": 3.978, "charge": 0, "homo_energy_ev": -9.70, "homo_lumo_gap_ev": 8.60, "elements": ["C", "C", "C", "C", "N", "N", "N", "O", "O", "Si", "H", "H", "H", "H", "H", "H", "H", "H", "H"], "coordinates": [[-1.901, 1.323, 0.199], [1.237, 1.771, -0.299], [0.873, -0.759, 1.843], [0.901, -1.027, -1.400], [-2.483, 2.343, 0.240], [-1.216, 0.235, 0.176], [-2.394, -1.083, -0.319], [-3.487, -0.739, -0.135], [-1.894, -2.104, -0.561], [0.553, 0.009, 0.158], [1.843, 2.263, 0.530], [1.776, 1.810, -1.180], [0.304, 2.416, -0.510], [0.301, -1.723, 1.938], [1.934, -1.130, 1.967], [0.666, -0.049, 2.640], [0.299, -1.834, -1.796], [0.806, -0.318, -2.202], [1.884, -1.402, -1.289]], "atomic_forces_ev_per_a": [[-1.193, 2.534, 0.202], [-2.188, 0.647, 3.021], [1.320, -1.377, -0.469], [-1.007, 0.366, 0.632], [0.632, -1.364, -0.073], [-1.242, -2.341, -0.856], [1.781, 2.037, 1.786], [-1.197, 0.616, -0.279], [0.844, -1.153, -0.618], [-0.085, 0.038, -1.131], [-0.872, -0.574, -1.028], [1.313, -0.324, -1.754], [1.363, -0.803, 0.572], [0.058, 1.151, 0.002], [-0.857, 0.697, -0.170], [-0.200, -0.163, 0.108], [-0.404, -0.397, 0.796], [0.583, 0.647, -0.428], [1.350, -0.237, -0.311]]}



{"formula": "C4H9N3O3", "method": "ωB97M-V with the def2-TZVPD basis set", "charge": 0, "s_squared": 2.009, "homo_energy_ev": [-4.24, -9.55], "multiplicity": 3, "homo_lumo_gap_ev": [4.75, 7.08], "elements": ["C", "C", "C", "C", "N", "N", "N", "O", "O", "O", "H", "H", "H", "H", "H", "H", "H", "H", "H"], "coordinates": [[-2.250, 0.444, 0.137], [1.400, 0.447, 0.304], [-0.955, -0.942, -1.426], [-0.802, -0.448, -0.015], [2.301, 1.523, 0.231], [1.952, -0.536, 1.104], [0.219, 0.510, -0.165], [-3.251, 0.094, 0.699], [-2.083, 1.683, -0.329], [-0.608, -1.435, 0.913], [-0.193, -1.682, -1.690], [-1.822, -1.450, -1.598], [-0.878, -0.125, -2.079], [2.624, 1.674, 1.168], [1.743, 2.265, -0.120], [2.753, -0.274, 1.568], [1.508, -1.301, 1.564], [-1.179, 1.787, -0.717], [-0.480, -2.234, 0.452]], "atomic_forces_ev_per_a": [[6.191, -0.135, -3.467], [-0.022, -0.819, 2.326], [1.399, -1.268, 0.251], [-0.557, 0.946, -1.298], [-0.747, -1.128, -0.760], [-1.038, -0.563, -1.102], [0.612, 1.120, 0.425], [-4.762, -2.169, 3.610], [0.526, 2.651, -0.766], [-0.368, 1.100, 1.625], [0.658, 0.193, 0.085], [-2.773, -1.175, -0.276], [0.039, 0.956, -0.943], [0.337, 0.643, 0.204], [0.006, 1.200, -0.202], [2.138, 0.559, 0.794], [-0.945, 0.081, -0.363], [-0.732, -0.478, 0.689], [0.038, -1.715, -0.833]]}



{"formula": "C4H9N3S", "method": "ωB97M-V with the def2-TZVPD basis set", "relative_energy_ev": 6.666, "charge": 0, "homo_energy_ev": -8.70, "homo_lumo_gap_ev": 9.15, "elements": ["C", "C", "C", "C", "H", "H", "H", "H", "H", "H", "H", "H", "H", "N", "N", "N", "S"], "coordinates": [[-1.345, 1.813, -0.114], [-0.270, -0.215, -0.477], [-0.148, -1.646, -0.274], [3.086, 0.020, 0.326], [-2.449, 2.466, 0.412], [-0.957, 2.237, -1.304], [-0.311, 2.056, 0.667], [-2.829, -0.992, 1.347], [-0.130, -2.070, 0.846], [0.912, -1.923, -0.399], [-1.008, -2.369, -0.710], [3.906, -0.379, 0.038], [2.992, 1.054, 0.633], [-1.453, 0.374, -0.273], [0.863, 0.521, -0.375], [2.047, -0.418, -0.319], [-2.907, -0.530, -0.025]], "atomic_forces_ev_per_a": [[0.665, 3.886, 0.245], [3.638, 0.039, 2.614], [-1.252, -5.041, 1.523], [-7.956, 3.569, -1.016], [3.608, -2.523, -2.111], [-1.432, -0.753, 3.883], [-3.332, -0.721, -2.386], [0.312, 0.835, -1.737], [-0.685, 1.782, -1.677], [-0.872, -0.328, -1.278], [2.302, 1.890, 0.439], [5.740, -3.166, -0.862], [0.484, 0.104, 0.789], [-1.836, 1.003, 0.293], [0.307, -2.558, -0.119], [-0.215, 1.766, 0.178], [0.523, 0.213, 1.224]]}



{"formula": "C4H9N3S", "method": "ωB97M-V with the def2-TZVPD basis set", "relative_energy_ev": 4.461, "charge": 0, "homo_energy_ev": -7.38, "homo_lumo_gap_ev": 7.94, "elements": ["C", "C", "C", "C", "N", "N", "N", "S", "H", "H", "H", "H", "H", "H", "H", "H", "H"], "coordinates": [[0.436, 0.161, -0.319], [1.244, -0.957, -0.450], [-3.023, 0.350, 0.415], [3.137, 0.749, 0.328], [-0.880, 0.369, 0.001], [-2.092, -1.465, -0.558], [-1.898, -0.362, -0.092], [2.928, -0.875, -0.348], [0.909, 1.098, -0.538], [0.847, -1.950, -0.477], [-3.583, 0.867, -0.247], [-3.700, -0.389, 0.953], [-2.596, 1.070, 1.070], [4.176, 0.775, 0.605], [2.461, 0.930, 1.167], [2.871, 1.496, -0.562], [-1.238, -1.867, -0.947]], "atomic_forces_ev_per_a": [[0.931, -2.358, -1.065], [-2.825, 1.548, 0.282], [-1.060, -2.211, 3.978], [-0.824, 1.554, -2.270], [1.398, 2.223, 0.325], [-0.720, -4.438, -1.775], [1.064, 2.247, 0.197], [1.219, -0.720, -0.029], [0.064, 0.390, 0.519], [-0.162, -0.489, 0.163], [-1.498, 1.259, -2.876], [0.886, 0.988, -0.622], [-0.058, 0.411, 0.820], [0.376, 0.502, 0.097], [0.182, -0.061, -0.089], [0.967, -1.131, 2.215], [0.060, 0.287, 0.130]]}